ORCA calculation (wB97M-V/def2-TZVPD) on a cluster of 5 separate species, C18H48O18S6 in total in a non-equilibrium geometry.

Summary:
**Total charge**: 0
**HOMO-LUMO gap**: 8.9 eV
**LUMO energy**: -0.065 eV
**ΔE to the lowest compared entry with this formula, charge and spin**: 1898.77 kJ/mol

Cartesian coordinates (Å):
O  -0.54  1.88  0.16
S  -1.14  1.95  1.48
O  -0.48  1.33  2.63
O  -1.53  3.51  1.92
C  -0.52  4.41  2.09
C  -0.79  5.63  1.18
C  -2.83  1.28  1.42
H  0.52  4.14  1.90
H  -0.47  4.77  3.11
H  -0.69  5.34  0.14
H  0.04  6.34  1.29
H  -1.72  6.14  1.40
H  -2.86  0.36  0.84
H  -3.39  2.09  0.95
H  -2.99  1.04  2.47
O  3.21  3.96  -5.14
S  2.70  3.68  -3.82
O  1.80  4.57  -3.13
O  2.00  2.12  -3.80
C  1.20  1.80  -2.74
C  -0.29  2.30  -2.98
C  4.10  3.44  -2.77
H  1.64  2.01  -1.76
H  1.07  0.72  -2.65
H  -0.23  3.31  -3.39
H  -0.82  2.43  -2.04
H  -0.96  1.76  -3.65
H  3.76  3.35  -1.73
H  4.77  4.29  -2.90
H  4.65  2.50  -2.89
O  -2.37  -1.36  1.73
S  -1.93  -1.19  0.33
O  -2.55  -0.05  -0.49
O  -0.24  -1.07  0.24
C  0.33  -0.30  -0.79
C  1.90  -0.29  -0.55
C  -2.12  -2.76  -0.62
H  -0.03  0.72  -0.79
H  -0.03  -0.65  -1.75
H  2.42  0.42  -1.20
H  2.36  -1.27  -0.63
H  2.08  0.06  0.47
H  -3.21  -2.73  -0.69
H  -1.84  -3.51  0.12
H  -1.55  -2.74  -1.54
O  -6.15  -4.28  1.80
S  -5.59  -3.00  2.07
O  -6.58  -1.88  1.97
O  -4.86  -3.11  3.53
C  -4.02  -4.18  3.78
C  -2.79  -3.85  4.73
C  -4.11  -2.58  1.03
H  -3.65  -4.49  2.81
H  -4.60  -5.00  4.20
H  -2.94  -3.90  5.81
H  -2.36  -2.90  4.45
H  -2.03  -4.55  4.39
H  -3.91  -1.51  1.07
H  -4.26  -2.83  -0.02
H  -3.21  -2.97  1.49
O  -0.14  -3.03  2.06
S  0.51  -1.98  2.86
O  0.80  -2.30  4.26
O  1.93  -1.44  2.08
C  2.63  -0.28  2.40
C  3.25  -0.32  3.68
C  -0.49  -0.41  2.82
H  2.11  0.66  2.16
H  3.45  -0.35  1.69
H  2.60  -0.46  4.55
H  3.94  0.51  3.85
H  3.79  -1.27  3.63
H  -0.60  -0.03  1.80
H  0.00  0.18  3.59
H  -1.49  -0.69  3.17
O  3.98  0.85  -3.67
S  3.52  -0.30  -2.90
O  3.71  -0.41  -1.47
O  1.91  -0.54  -3.12
C  1.57  -0.58  -4.52
C  0.02  -0.68  -4.85
C  4.42  -1.88  -3.45
H  2.05  -1.53  -4.76
H  2.14  0.20  -5.03
H  -0.41  -1.49  -4.26
H  0.04  -0.98  -5.89
H  -0.40  0.29  -4.59
H  5.49  -1.70  -3.34
H  4.20  -2.10  -4.50
H  4.08  -2.66  -2.78